A cluster of 2 separate species, C6H6Cl2O in total, computed with ωB97M-V/def2-TZVPD.

Properties
SMILES string	Clc1ccc(Cl)cc1.O
HOMO level	-9.137	eV

ORCA input file:
```
! RIJCOSX wB97M-V def2-TZVPD def2/J DEFGRID3
* xyz 0 1
Cl -3.4333 -4.5512 -2.5633
Cl 0.0000 0.0000 0.0000
C -2.6245 -3.0478 -0.5030
C -1.7276 -2.5478 -2.6707
C -1.8006 -2.0535 0.0763
C -0.9220 -1.5542 -2.0868
C -2.5218 -3.3340 -1.8534
C -0.9012 -1.2997 -0.6903
H -3.1920 -3.6718 0.2000
H -1.5682 -2.6436 -3.7528
H -1.8392 -1.9053 1.1636
H -0.1705 -1.0376 -2.6983
O -0.9471 -7.5481 -2.7500
H -1.8809 -7.2741 -2.8953
H -0.9747 -8.1014 -1.9367
*
```